Formula: C4H13NP
Source: the OMol25 dataset
Level of theory: wB97M-V/def2-TZVPD

Values from the calculation:
**Relative energy (zero: lowest compared OMol25 entry of this formula, charge and spin)**: 0.945 eV
**Total energy**: -15130.6180 eV
**SMILES**: C[NH+]=P(C)(C)C
**Charge**: +1

Each atom is followed by the atoms it is bonded to, with distances in Å.
Atoms and positions in Å:
1 C -2.105 0.717 0.776  N2 1.502, H7 1.152, H8 1.131, H9 1.105
2 N -1.062 -0.346 0.967  C1 1.502, P3 1.640, H10 0.964
3 P 0.263 -0.289 0.003  N2 1.640, C4 2.166, C5 1.793, C6 1.843
4 C 1.209 1.636 0.305  P3 2.166, H11 1.074, H12 1.146, H13 1.114
5 C -0.353 -0.366 -1.679  P3 1.793, H14 1.126, H15 1.147, H16 1.056
6 C 1.549 -1.576 0.296  P3 1.843, H17 1.138, H18 1.066, H19 1.118
7 H -1.972 1.627 1.470  C1 1.152
8 H -2.220 1.037 -0.303  C1 1.131
9 H -3.028 0.232 1.139  C1 1.105
10 H -0.843 -0.393 1.905  N2 0.964
11 H 2.167 1.293 0.647  C4 1.074
12 H 0.457 2.030 1.075  C4 1.146
13 H 1.193 2.096 -0.709  C4 1.114
14 H -1.459 -0.561 -1.768  C5 1.126
15 H 0.247 -1.045 -2.382  C5 1.147
16 H -0.308 0.608 -2.084  C5 1.056
17 H 2.122 -1.168 1.191  C6 1.138
18 H 2.224 -1.631 -0.528  C6 1.066
19 H 1.192 -2.626 0.436  C6 1.118

---

Formula: C4H13NPS
Source: the OMol25 dataset
Level of theory: wB97M-V/def2-TZVPD

Values from the calculation:
**Relative energy (zero: lowest compared OMol25 entry of this formula, charge and spin)**: 3.375 eV
**Total energy**: -25962.9576 eV
**Charge**: +1

Each atom is followed by the atoms it is bonded to, with distances in Å.
Atoms and positions in Å:
1 C 1.142 2.836 -0.221  N5 1.426, H8 1.108, H9 1.054, H10 1.080
2 C -2.115 -1.274 1.360  P6 1.750, H11 1.048, H12 1.124, H13 1.098
3 C -2.504 -1.727 -1.361  P6 1.801, H14 1.109, H15 1.120, H16 1.113
4 C 2.671 -0.645 -0.100  S7 1.876, H17 1.039, H18 1.100, H19 1.147
5 N 1.787 1.788 0.499  C1 1.426, S7 1.701, H20 0.995
6 P -1.224 -1.655 -0.097  C2 1.750, C3 1.801
7 S 1.127 0.221 0.519  C4 1.876, N5 1.701
8 H 1.169 2.571 -1.296  C1 1.108
9 H 0.199 3.025 0.211  C1 1.054
10 H 1.567 3.789 0.057  C1 1.080
11 H -3.132 -1.524 1.387  C2 1.048
12 H -2.177 -0.164 1.524  C2 1.124
13 H -1.399 -1.628 2.114  C2 1.098
14 H -2.945 -0.729 -1.563  C3 1.109
15 H -3.418 -2.332 -1.130  C3 1.120
16 H -2.222 -2.157 -2.348  C3 1.113
17 H 2.789 -0.399 -1.103  C4 1.039
18 H 2.533 -1.733 -0.010  C4 1.100
19 H 3.536 -0.264 0.551  C4 1.147
20 H 2.616 2.002 1.006  N5 0.995

---

Formula: C4H13NS
Source: the OMol25 dataset
Level of theory: wB97M-V/def2-TZVPD

Values from the calculation:
**Relative energy (zero: lowest compared OMol25 entry of this formula, charge and spin)**: 0.466 eV
**Total energy**: -16683.6240 eV
**SMILES**: CCNC.CS
**Charge**: 0

Each atom is followed by the atoms it is bonded to, with distances in Å.
Atoms and positions in Å:
1 C 1.586 -1.129 0.859  C2 1.519, H5 1.092, H6 1.088, H7 1.090
2 C 1.356 0.372 0.823  C1 1.519, N3 1.473, H8 1.091, H9 1.099
3 N 0.447 0.726 -0.282  C2 1.473, C4 1.467, H10 1.014
4 C 0.289 2.178 -0.420  N3 1.467, H11 1.088, H12 1.091, H13 1.093
5 H 2.131 -1.435 -0.037  C1 1.092
6 H 2.158 -1.429 1.735  C1 1.088
7 H 0.623 -1.639 0.884  C1 1.090
8 H 0.918 0.755 1.746  C2 1.091
9 H 2.312 0.894 0.681  C2 1.099
10 H 0.839 0.356 -1.141  N3 1.014
11 H 0.028 2.612 0.543  C4 1.088
12 H -0.540 2.373 -1.102  C4 1.091
13 H 1.184 2.666 -0.814  C4 1.093
14 C -2.475 -1.558 -0.828  S15 1.813, H16 1.088, H17 1.091, H18 1.090
15 S -2.226 -0.575 0.675  C14 1.813, H19 1.450
16 H -3.523 -1.583 -1.117  C14 1.088
17 H -1.916 -1.120 -1.656  C14 1.091
18 H -2.128 -2.585 -0.709  C14 1.090
19 H -1.063 0.122 0.159  S15 1.450

---

Formula: C4H13NS
Source: the OMol25 dataset
Level of theory: wB97M-V/def2-TZVPD

Values from the calculation:
**Relative energy (zero: lowest compared OMol25 entry of this formula, charge and spin)**: 1.158 eV
**Total energy**: -16682.9323 eV
**SMILES**: CNC.CSC
**Charge**: 0

Each atom is followed by the atoms it is bonded to, with distances in Å.
Atoms and positions in Å:
1 C 1.022 1.456 4.713  N2 1.450, H4 1.086, H5 1.096, H6 1.095
2 N -0.233 1.056 5.319  C1 1.450, C3 1.450, H7 1.012
3 C -1.330 0.421 4.613  N2 1.450, H8 1.091, H9 1.092, H10 1.110
4 H 1.827 1.195 5.395  C1 1.086
5 H 1.091 2.545 4.610  C1 1.096
6 H 1.121 1.026 3.710  C1 1.095
7 H -0.078 0.412 6.085  N2 1.012
8 H -2.224 0.326 5.229  C3 1.091
9 H -1.553 0.945 3.681  C3 1.092
10 H -1.183 -0.640 4.322  C3 1.110
11 C 0.041 -0.901 -3.944  S12 1.774, H14 1.091, H15 1.089, H16 1.100
12 S 0.997 -0.167 -5.245  C11 1.774, C13 1.850
13 C 0.285 -1.017 -6.725  S12 1.850, H17 1.081, H18 1.085, H19 1.089
14 H -0.493 -0.150 -3.359  C11 1.091
15 H -0.605 -1.707 -4.288  C11 1.089
16 H 0.635 -1.399 -3.163  C11 1.100
17 H -0.777 -0.815 -6.746  C13 1.081
18 H 0.590 -2.058 -6.701  C13 1.085
19 H 0.866 -0.530 -7.507  C13 1.089

---

Formula: C4H13NS
Source: the OMol25 dataset
Level of theory: wB97M-V/def2-TZVPD

Values from the calculation:
**Relative energy (zero: lowest compared OMol25 entry of this formula, charge and spin)**: 2.128 eV
**Total energy**: -16681.9627 eV
**SMILES**: CCS.CNC
**Charge**: 0

Each atom is followed by the atoms it is bonded to, with distances in Å.
Atoms and positions in Å:
1 C -1.630 2.567 0.190  C2 1.465, H4 1.161, H5 1.115, H6 1.101
2 C -1.144 2.063 -1.097  C1 1.465, S3 1.852, H7 1.128, H8 1.096
3 S -1.791 3.004 -2.557  C2 1.852, H9 1.282
4 H -1.491 1.677 0.922  C1 1.161
5 H -0.931 3.355 0.557  C1 1.115
6 H -2.709 2.787 0.179  C1 1.101
7 H -0.026 2.107 -1.242  C2 1.128
8 H -1.615 1.104 -1.340  C2 1.096
9 H -1.346 2.068 -3.311  S3 1.282
10 C 1.013 -0.957 0.656  N11 1.541, H13 1.114, H14 1.136, H15 1.064
11 N 1.752 -2.228 0.196  C10 1.541, C12 1.354, H16 1.063
12 C 1.461 -3.169 1.124  N11 1.354, H17 1.099, H18 1.034, H19 1.058
13 H -0.100 -0.996 0.684  C10 1.114
14 H 1.346 -0.027 0.095  C10 1.136
15 H 1.521 -0.896 1.589  C10 1.064
16 H 1.547 -2.406 -0.832  N11 1.063
17 H 0.607 -3.826 0.905  C12 1.099
18 H 2.347 -3.659 1.332  C12 1.034
19 H 1.188 -2.567 1.950  C12 1.058

---

Formula: C4H13NSi2
Source: the OMol25 dataset
Level of theory: wB97M-V/def2-TZVPD

Values from the calculation:
**Relative energy (zero: lowest compared OMol25 entry of this formula, charge and spin)**: 4.591 eV
**Total energy**: -21599.8293 eV
**Charge**: 0

Each atom is followed by the atoms it is bonded to, with distances in Å.
Atoms and positions in Å:
1 C -2.346 -0.981 -0.285  C2 1.581, C3 1.666, H8 1.129, H9 1.009
2 C -1.664 0.271 -0.968  C1 1.581, C4 1.486, H10 1.113, H11 1.167
3 C -2.150 -0.164 1.154  C1 1.666, C4 1.522, H12 1.130, H13 1.066
4 C -1.285 0.808 0.365  C2 1.486, C3 1.522, H14 1.097
5 N 0.625 0.099 0.648  Si7 1.730, H15 0.956
6 Si 3.585 -0.719 -0.332  Si7 2.352, H16 1.533, H17 1.492, H18 1.432
7 Si 1.817 0.831 -0.370  N5 1.730, Si6 2.352, H19 1.542, H20 1.497
8 H -3.426 -1.195 -0.534  C1 1.129
9 H -1.758 -1.786 -0.122  C1 1.009
10 H -0.720 0.083 -1.527  C2 1.113
11 H -2.406 0.894 -1.619  C2 1.167
12 H -3.085 0.305 1.580  C3 1.130
13 H -1.682 -0.698 1.949  C3 1.066
14 H -1.400 1.881 0.558  C4 1.097
15 H 0.580 0.476 1.526  N5 0.956
16 H 3.088 -1.400 0.948  Si6 1.533
17 H 4.771 -0.125 0.350  Si6 1.492
18 H 3.919 -1.621 -1.393  Si6 1.432
19 H 2.318 2.278 -0.187  Si7 1.542
20 H 1.220 0.763 -1.741  Si7 1.497

---

Formula: C4H13O4
Source: the OMol25 dataset
Level of theory: wB97M-V/def2-TZVPD

Values from the calculation:
**Relative energy (zero: lowest compared OMol25 entry of this formula, charge and spin)**: 0.863 eV
**Total energy**: -12549.3689 eV
**Charge**: -1

Each atom is followed by the atoms it is bonded to, with distances in Å.
Atoms and positions in Å:
1 C -0.470 -0.466 -1.932  O2 1.425, C3 1.550, H7 1.093, H8 1.081
2 O -0.016 -1.288 -0.861  C1 1.425, H9 1.032
3 C -0.450 1.055 -1.635  C1 1.550, C4 1.530, H10 1.096, H11 1.100
4 C 0.508 1.527 -0.538  C3 1.530, C5 1.550, H12 1.091, H13 1.089
5 C -0.037 1.145 0.862  C4 1.550, O6 1.412, H14 1.090, H15 1.093
6 O 0.545 -0.089 1.225  C5 1.412
7 H 0.109 -0.655 -2.840  C1 1.093
8 H -1.505 -0.771 -1.997  C1 1.081
9 H 0.244 -0.724 -0.038  O2 1.032
10 H -1.450 1.397 -1.343  C3 1.096
11 H -0.263 1.504 -2.621  C3 1.100
12 H 1.448 0.976 -0.587  C4 1.091
13 H 0.610 2.611 -0.584  C4 1.089
14 H -1.120 1.017 0.824  C5 1.090
15 H 0.167 1.894 1.632  C5 1.093
16 H 1.312 -1.987 0.266  O18 0.970
17 H 1.682 -1.652 1.678  O18 0.966
18 O 1.850 -2.320 1.001  H16 0.970, H17 0.966
19 H -0.535 -0.571 2.159  O21 1.038
20 H -1.301 -1.771 2.557  O21 0.965
21 O -1.328 -0.831 2.775  H19 1.038, H20 0.965

---

Formula: C4H13O4
Source: the OMol25 dataset
Level of theory: wB97M-V/def2-TZVPD

Values from the calculation:
**Relative energy (zero: lowest compared OMol25 entry of this formula, charge and spin)**: 2.550 eV
**Total energy**: -12547.6821 eV
**Charge**: -1

Each atom is followed by the atoms it is bonded to, with distances in Å.
Atoms and positions in Å:
1 C -0.105 -0.703 -1.568  O2 1.407, C3 1.622, H7 1.042, H8 1.064
2 O -1.044 0.084 -2.260  C1 1.407, H9 0.990
3 C 1.206 0.190 -1.231  C1 1.622, C4 1.537, H10 1.185, H11 1.148
4 C 1.597 0.510 0.221  C3 1.537, C5 1.701, H12 1.046, H13 1.170
5 C 0.129 0.978 0.940  C4 1.701, O6 1.301, H14 1.173, H15 1.099
6 O -0.643 -0.047 1.155  C5 1.301
7 H -0.387 -1.153 -0.672  C1 1.042
8 H 0.192 -1.431 -2.285  C1 1.064
9 H -1.249 0.749 -1.556  O2 0.990
10 H 0.764 1.180 -1.710  C3 1.185
11 H 2.090 -0.170 -1.871  C3 1.148
12 H 2.001 -0.262 0.800  C4 1.046
13 H 2.374 1.384 0.193  C4 1.170
14 H -0.395 1.772 0.255  C5 1.173
15 H 0.334 1.573 1.841  C5 1.099
16 H 0.878 -2.005 1.196  O18 0.894
17 H -0.321 -1.332 1.877  O18 1.078
18 O 0.504 -2.013 2.007  H16 0.894, H17 1.078
19 H -2.854 0.091 0.159  O21 0.920
20 H -2.057 0.241 1.485  O21 1.070
21 O -3.014 0.363 1.023  H19 0.920, H20 1.070